[1]
Molecular formula: C12H40N2O8
Method: DFT, ωB97M-V/def2-TZVPD

Each line ends with the Mulliken charge.
Atoms and positions in Å:
N: 25.569 20.327 10.594  0.46
C: 24.708 20.140 9.690  0.39
N: 24.358 21.144 8.987  -0.42
O: 24.031 18.955 9.481  -0.79
H: 25.710 19.550 11.314  0.30
H: 26.206 21.139 10.684  -0.03
H: 23.587 20.971 8.354  0.26
H: 24.430 22.143 9.169  0.21
C: 24.552 19.402 13.863  -1.53
C: 26.052 19.270 13.647  0.50
C: 26.745 18.628 14.880  -1.37
O: 26.393 18.686 12.547  -0.60
H: 24.185 18.397 13.996  0.43
H: 24.020 19.763 12.987  0.30
H: 24.240 20.068 14.669  0.36
H: 26.349 20.286 13.493  0.18
H: 27.814 18.534 14.691  0.35
H: 26.238 17.732 15.240  0.35
H: 26.687 19.398 15.665  0.43
H: 26.311 17.743 12.622  0.26
C: 26.887 23.695 7.196  -1.26
C: 26.846 22.363 6.477  0.63
C: 28.034 22.195 5.466  -1.58
O: 26.785 21.390 7.300  -0.08
H: 26.010 23.990 7.855  0.28
H: 26.828 24.452 6.355  0.44
H: 27.809 23.903 7.700  0.27
H: 25.875 22.199 5.969  0.23
H: 28.956 22.454 6.011  0.30
H: 27.944 22.898 4.739  0.56
H: 28.167 21.179 5.041  0.31
H: 25.884 21.414 7.711  -0.02
C: 29.302 17.820 12.557  -0.38
O: 29.535 17.562 11.224  -0.58
H: 28.753 18.799 12.729  -0.07
H: 30.264 17.932 13.101  0.35
H: 28.807 17.012 13.065  0.29
H: 28.851 17.860 10.661  0.64
C: 27.329 18.049 8.396  -0.82
O: 27.560 18.223 9.746  -0.44
H: 26.985 18.904 7.876  0.05
H: 26.499 17.402 8.403  0.43
H: 28.228 17.525 7.968  0.30
H: 26.773 18.661 10.037  0.09
C: 25.767 23.445 12.061  -0.33
O: 25.105 22.338 12.619  -0.57
H: 25.312 24.433 12.308  0.28
H: 25.654 23.300 10.956  -0.01
H: 26.835 23.559 12.360  0.19
H: 24.913 21.647 11.935  0.50
C: 30.234 19.759 7.278  -0.27
O: 30.582 18.429 6.871  -0.58
H: 30.471 20.445 6.533  0.39
H: 30.661 20.076 8.251  0.23
H: 29.138 19.830 7.415  -0.09
H: 30.791 17.902 7.640  0.31
C: 28.805 21.070 10.837  -0.59
O: 27.836 21.892 10.221  -0.43
H: 29.041 21.563 11.790  0.37
H: 29.733 21.053 10.221  0.20
H: 28.475 20.105 11.081  0.09
H: 27.650 21.483 9.373  0.28

Calculated values
SMILES string: NC(N)=O.CC(C)O.CC(C)O.CO.CO.CO.CO.CO
energy above the lowest of the compared OMol25 structures with the same formula, charge and spin: 2.3303 eV
total charge: 0

***

[2]
Molecular formula: C39H86BrClN2O8PS5
Method: DFT, ωB97M-V/def2-TZVPD

Each line ends with the Mulliken charge.
Atoms and positions in Å:
C: -4.039 -3.643 -3.287  -1.44
C: -3.709 -2.158 -3.504  0.21
C: -4.429 -1.250 -2.494  0.38
C: -4.758 0.168 -2.958  -1.45
N: -3.630 1.127 -2.981  0.90
C: -3.859 2.377 -2.226  -1.80
C: -3.270 2.259 -0.803  0.59
C: -1.885 2.910 -0.748  -1.10
C: -0.938 2.616 0.436  -1.15
C: -0.067 1.327 0.451  -0.38
C: -0.087 0.380 -0.741  -1.66
O: -1.378 -0.140 -0.904  0.33
C: 0.905 -0.698 -0.351  0.85
C: 2.295 -0.333 -0.886  -1.03
C: 2.332 -0.693 -2.383  -0.49
C: 2.428 -2.209 -2.642  -0.88
S: 4.017 -2.763 -3.335  -0.04
N: 0.646 -0.891 1.188  0.96
C: -0.115 -2.213 1.283  -1.58
C: -0.313 -2.864 2.662  0.14
O: -0.958 -2.505 3.540  -0.28
Br: 0.571 -4.597 2.737  -0.14
P: 2.169 -1.377 2.235  -0.05
O: 2.709 -2.384 1.099  -0.26
Cl: 3.438 0.212 1.989  -0.24
C: -0.184 0.396 1.678  0.96
S: -1.914 0.077 2.138  -0.16
C: 0.380 1.130 2.914  -2.46
S: 0.580 0.258 4.482  -0.06
C: -0.905 0.731 5.393  -0.08
C: -0.894 -0.004 6.743  -1.20
C: -3.049 1.327 -4.255  -0.56
S: -3.590 2.315 -5.419  -0.13
S: -1.522 0.452 -4.363  0.44
C: -1.288 0.074 -6.112  -1.15
C: 0.060 -0.640 -6.280  0.72
C: 0.061 -1.635 -7.444  -1.23
H: -3.161 -4.273 -3.453  0.39
H: -4.381 -3.837 -2.267  0.32
H: -4.808 -3.993 -3.978  0.31
H: -2.630 -2.013 -3.429  -0.11
H: -4.002 -1.860 -4.517  0.30
H: -3.851 -1.196 -1.562  -0.15
H: -5.386 -1.721 -2.242  0.10
H: -5.221 0.124 -3.952  0.52
H: -5.504 0.593 -2.284  0.52
H: -3.365 3.177 -2.779  0.68
H: -4.922 2.635 -2.185  0.40
H: -3.205 1.205 -0.559  -0.21
H: -3.942 2.719 -0.071  0.46
H: -2.048 3.993 -0.732  0.54
H: -1.355 2.719 -1.690  0.29
H: -0.219 3.440 0.423  0.39
H: -1.487 2.714 1.376  0.31
H: 0.971 1.688 0.498  0.81
H: 0.280 0.903 -1.630  1.04
H: -1.473 -0.598 -1.757  -0.30
H: 0.611 -1.623 -0.849  0.53
H: 3.108 -0.866 -0.402  0.20
H: 2.498 0.733 -0.752  0.50
H: 1.471 -0.274 -2.912  0.09
H: 3.212 -0.207 -2.808  0.66
H: 2.330 -2.766 -1.705  0.18
H: 1.643 -2.546 -3.316  0.55
H: 3.607 -2.849 -4.605  -0.14
H: -1.085 -2.067 0.809  0.68
H: 0.460 -2.913 0.687  0.96
H: 3.315 -3.047 1.494  0.34
H: -2.313 -0.407 0.960  -0.11
H: 1.326 1.596 2.657  0.52
H: -0.317 1.954 3.089  0.68
H: -0.899 1.810 5.559  0.40
H: -1.794 0.481 4.815  0.27
H: -1.817 -0.561 6.905  0.33
H: -0.075 -0.723 6.822  0.31
H: -0.777 0.718 7.550  0.26
H: -2.123 -0.550 -6.438  0.45
H: -1.311 1.015 -6.660  0.49
H: 0.314 -1.169 -5.354  -0.48
H: 0.845 0.104 -6.439  0.30
H: -0.589 -1.291 -8.252  0.39
H: -0.290 -2.619 -7.125  0.38
H: 1.066 -1.728 -7.861  0.07
C: 2.448 3.408 8.415  -1.48
C: 1.488 3.394 7.237  0.81
C: 1.463 4.732 6.519  -0.96
O: 0.172 3.036 7.665  -0.47
H: 2.138 4.169 9.138  0.28
H: 2.453 2.442 8.920  0.38
H: 3.464 3.639 8.093  0.39
H: 1.777 2.600 6.543  0.12
H: 1.118 5.503 7.212  -0.03
H: 0.772 4.706 5.674  0.31
H: 2.452 5.007 6.150  0.42
H: -0.131 3.714 8.282  0.29
C: 4.974 -2.955 -7.340  -1.10
C: 4.433 -2.163 -8.520  0.47
C: 5.541 -1.704 -9.452  -1.41
O: 3.657 -1.049 -8.069  -0.48
H: 5.654 -2.332 -6.750  0.32
H: 4.160 -3.282 -6.692  0.17
H: 5.526 -3.833 -7.673  0.41
H: 3.724 -2.780 -9.076  0.28
H: 6.235 -1.048 -8.918  0.37
H: 5.128 -1.147 -10.293  0.35
H: 6.107 -2.551 -9.840  0.38
H: 4.245 -0.464 -7.576  0.32
C: 7.547 -3.648 1.274  -1.48
C: 6.069 -3.578 0.938  0.27
C: 5.806 -2.769 -0.320  -0.48
O: 5.331 -3.035 2.049  -0.55
H: 7.943 -2.643 1.445  0.38
H: 7.709 -4.235 2.176  0.36
H: 8.111 -4.099 0.458  0.40
H: 5.675 -4.588 0.815  0.31
H: 6.157 -1.741 -0.188  0.25
H: 4.739 -2.738 -0.545  -0.31
H: 6.322 -3.195 -1.180  0.51
H: 5.658 -2.139 2.199  0.32
C: -7.668 -5.690 -1.300  -1.29
C: -7.930 -4.538 -2.258  0.77
C: -9.380 -4.084 -2.217  -1.40
O: -7.542 -4.885 -3.586  -0.51
H: -8.279 -6.553 -1.576  0.34
H: -6.621 -5.991 -1.340  0.33
H: -7.915 -5.415 -0.274  0.36
H: -7.281 -3.698 -1.997  0.02
H: -10.038 -4.904 -2.518  0.35
H: -9.540 -3.253 -2.903  0.35
H: -9.668 -3.770 -1.213  0.36
H: -8.088 -5.627 -3.872  0.33
C: 1.137 8.635 10.498  -1.41
C: 1.422 7.975 9.160  0.57
C: 1.819 8.988 8.099  -1.28
O: 0.298 7.204 8.725  -0.54
H: 0.307 9.340 10.400  0.36
H: 0.863 7.890 11.244  0.34
H: 2.007 9.185 10.859  0.38
H: 2.223 7.242 9.280  0.25
H: 1.007 9.702 7.938  0.34
H: 2.027 8.490 7.151  0.30
H: 2.706 9.547 8.400  0.38
H: -0.446 7.806 8.604  0.32

Calculated values
total charge: +1

***

| no. | HOMO energy (hartree) | orbital gap (hartree) | calculated total energy (eV) |
| --- | --- | --- | --- |
| 1 | -0.356 | 0.3697 | -32448.3795 |
| 2 | -0.382 | 0.2846 | -207222.3891 |